Run P
DFT (the ωB97M-V functional and the def2-TZVPD basis) results for a cluster of 2 separate species, C5H8NOS in total.

Values from the calculation:
HOMO-LUMO gap   8.5 eV
LUMO level   -4.696 eV

Geometry as ORCA input:
```
! RIJCOSX wB97M-V def2-TZVPD def2/J DEFGRID3
* xyz 1 1
C 0.775 1.556 0.172
C 1.730 0.594 -0.043
C -0.320 1.230 0.948
C 1.674 -0.670 0.572
C -0.402 -0.070 1.470
N 0.534 -0.977 1.221
O -1.384 -0.469 2.298
S -1.161 -0.815 -1.963
H 0.630 2.416 -0.558
H 2.531 0.754 -0.861
H -1.032 2.065 1.273
H 2.506 -1.417 0.606
H -1.409 0.538 -2.069
H 0.540 -1.872 1.684
H -2.232 -0.080 2.001
H -2.478 -1.083 -2.348
*
```

=====

Run Q
DFT (the ωB97M-V functional and the def2-TZVPD basis) results for a structure of composition C5H8NOS.

Values from the calculation:
HOMO-LUMO gap (alpha / beta)   8.8 / 8.8 eV
LUMO level (alpha / beta)   -4.956 / -4.957 eV

Geometry as ORCA input:
```
! RIJCOSX wB97M-V def2-TZVPD def2/J DEFGRID3
* xyz 1 1
C 2.368 -0.453 1.211
C -1.012 1.016 -0.527
C -1.138 -0.350 0.250
C 1.090 -0.527 1.522
C -0.467 0.879 -1.916
N 0.217 -0.935 0.403
O 3.489 -0.544 1.147
S 0.849 0.001 -2.244
H -2.120 1.431 -0.427
H -0.375 1.761 0.137
H -1.712 -0.118 1.218
H -1.609 -1.015 -0.367
H 0.751 0.015 2.327
H -0.867 1.377 -2.764
H 0.026 -1.909 0.587
H 0.509 -0.629 -0.556
*
```

=====

Name the most stable of them. run P.

=====

Run P
DFT (the ωB97M-V functional and the def2-TZVPD basis) results for a cluster of 11 separate species, C38H105N15O14 in total.

Values from the calculation:
HOMO-LUMO gap   8.8 eV
LUMO level   0.541 eV
SMILES   COC[C@H](C)N.COC[C@H](C)N.COC[C@H](C)N.COC[C@H](C)N.COCCNCCOC.COCCNCCOC.COCCNCCOC.NC(N)=O.NC(N)=O.NC(N)=O.NC(N)=O

Geometry as ORCA input:
```
! RIJCOSX wB97M-V def2-TZVPD def2/J DEFGRID3
* xyz 0 1
C -1.070 -2.880 7.510
O -0.191 -2.729 6.416
C -0.434 -3.519 5.263
C -1.639 -2.994 4.447
C -2.209 -4.102 3.599
N -1.172 -1.958 3.520
H -0.897 -2.173 8.323
H -1.126 -3.846 8.015
H -2.038 -2.559 7.111
H 0.412 -3.449 4.580
H -0.623 -4.565 5.529
H -2.368 -2.541 5.122
H -2.842 -3.716 2.798
H -2.734 -4.898 4.129
H -1.453 -4.585 2.967
H -0.797 -1.167 4.030
H -0.384 -2.384 3.040
C -5.524 -6.307 -5.152
O -5.446 -4.959 -4.758
C -4.764 -4.750 -3.538
C -5.129 -3.385 -2.961
C -4.349 -2.935 -1.735
N -6.583 -3.375 -2.586
H -5.273 -7.108 -4.450
H -4.789 -6.422 -5.960
H -6.529 -6.510 -5.528
H -5.161 -5.468 -2.808
H -3.672 -4.856 -3.530
H -5.067 -2.625 -3.746
H -3.299 -2.664 -1.882
H -4.324 -3.714 -0.967
H -4.791 -2.022 -1.342
H -6.957 -3.701 -3.483
H -6.748 -4.187 -1.990
C 2.615 -5.210 -3.495
O 1.975 -4.317 -2.600
C 0.822 -4.837 -1.978
C 0.405 -3.940 -0.835
C -0.900 -4.360 -0.148
N 0.244 -2.577 -1.388
H 2.818 -6.147 -2.975
H 3.525 -4.733 -3.856
H 1.982 -5.321 -4.383
H 0.018 -4.858 -2.729
H 0.963 -5.890 -1.698
H 1.130 -3.801 -0.026
H -1.247 -3.485 0.401
H -0.695 -5.166 0.558
H -1.613 -4.744 -0.879
H -0.733 -2.516 -1.657
H 0.936 -2.427 -2.112
C -3.424 7.627 5.547
O -3.732 6.574 4.679
C -4.839 6.750 3.817
C -4.550 5.923 2.552
C -5.447 6.260 1.390
N -4.594 4.503 2.881
H -3.215 8.591 5.064
H -2.498 7.427 6.085
H -4.253 7.814 6.237
H -5.698 6.433 4.424
H -5.095 7.779 3.536
H -3.505 6.236 2.391
H -5.556 7.332 1.200
H -6.454 5.965 1.699
H -5.114 5.856 0.436
H -4.144 3.906 2.185
H -3.947 4.406 3.664
C 3.117 9.292 2.133
O 2.047 8.384 2.160
C 1.315 8.405 3.364
C 0.162 7.431 3.298
N 0.614 6.069 3.519
C -0.461 5.087 3.451
C -0.694 4.687 2.016
O 0.457 4.054 1.476
C 0.456 2.629 1.533
H 3.778 9.183 2.993
H 2.804 10.320 1.915
H 3.698 9.122 1.221
H 0.929 9.408 3.590
H 1.958 8.160 4.220
H -0.384 7.612 2.363
H -0.473 7.672 4.154
H 1.451 5.818 3.016
H -1.339 5.530 3.923
H -0.193 4.187 4.016
H -0.895 5.579 1.420
H -1.513 3.964 1.892
H 1.456 2.293 1.812
H 0.226 2.298 0.520
H -0.232 2.328 2.317
C 5.369 -2.268 -9.746
O 4.392 -1.561 -8.998
C 4.902 -1.019 -7.799
C 3.761 -0.463 -6.983
N 3.144 -1.580 -6.270
C 2.148 -1.227 -5.262
C 2.721 -0.446 -4.091
O 1.750 -0.357 -3.077
C 2.085 0.487 -1.995
H 6.250 -1.656 -9.956
H 4.894 -2.463 -10.709
H 5.555 -3.219 -9.243
H 5.584 -0.189 -8.049
H 5.537 -1.664 -7.183
H 3.032 0.036 -7.630
H 4.214 0.219 -6.263
H 2.728 -2.262 -6.888
H 1.825 -2.185 -4.840
H 1.235 -0.755 -5.643
H 2.911 0.585 -4.418
H 3.687 -0.855 -3.781
H 1.323 1.259 -1.869
H 2.965 1.067 -2.296
H 2.289 -0.084 -1.090
C 10.118 -1.807 -2.648
O 8.764 -1.521 -2.921
C 8.106 -2.439 -3.767
C 6.646 -2.057 -3.948
N 5.727 -2.510 -2.944
C 5.786 -1.861 -1.652
C 4.708 -2.392 -0.666
O 4.670 -1.439 0.383
C 3.604 -1.500 1.306
H 10.304 -2.082 -1.606
H 10.664 -0.877 -2.823
H 10.476 -2.591 -3.320
H 8.199 -3.494 -3.490
H 8.565 -2.312 -4.760
H 6.375 -2.655 -4.830
H 6.521 -1.022 -4.302
H 4.814 -2.613 -3.361
H 5.631 -0.775 -1.613
H 6.753 -2.063 -1.192
H 5.050 -3.372 -0.308
H 3.674 -2.563 -0.991
H 2.745 -0.976 0.884
H 3.993 -1.013 2.203
H 3.387 -2.507 1.680
N -0.403 -0.681 0.593
C -1.641 -0.193 0.424
N -1.951 0.706 1.384
O -2.411 -0.478 -0.519
H 0.177 -0.374 1.356
H 0.069 -1.213 -0.146
H -1.378 0.741 2.204
H -2.796 1.278 1.397
N -4.870 0.984 -0.672
C -4.990 1.974 0.252
N -5.587 3.107 -0.248
O -4.459 1.907 1.363
H -5.146 1.235 -1.604
H -4.066 0.345 -0.617
H -5.454 3.939 0.296
H -5.870 3.192 -1.202
N -4.478 -1.431 2.752
C -5.778 -1.285 3.146
N -6.542 -0.591 2.273
O -6.180 -1.892 4.145
H -3.891 -2.082 3.231
H -4.038 -0.806 2.096
H -6.079 -0.090 1.537
H -7.424 -0.293 2.655
N 0.951 -0.178 5.935
C 1.280 0.495 4.817
N 1.926 1.684 5.045
O 1.000 0.185 3.650
H 0.915 0.324 6.802
H 0.550 -1.123 5.930
H 2.347 1.866 5.936
H 2.140 2.270 4.260
*
```

=====

Run Q
DFT (the ωB97M-V functional and the def2-TZVPD basis) results for a cluster of 11 separate species, C38H105N15O14 in total.

Values from the calculation:
HOMO-LUMO gap   9.0 eV
LUMO level   0.242 eV
SMILES   COC[C@H](C)N.COC[C@H](C)N.COC[C@H](C)N.COC[C@H](C)N.COCCNCCOC.COCCNCCOC.COCCNCCOC.NC(N)=O.NC(N)=O.NC(N)=O.NC(N)=O

Geometry as ORCA input:
```
! RIJCOSX wB97M-V def2-TZVPD def2/J DEFGRID3
* xyz 0 1
C -2.207 1.656 -2.381
O -3.456 1.905 -3.001
C -4.575 1.493 -2.190
C -5.859 1.748 -3.071
C -6.265 3.174 -3.475
N -6.972 1.132 -2.442
H -2.001 0.603 -2.189
H -2.096 2.298 -1.508
H -1.448 1.985 -3.091
H -4.549 0.427 -1.964
H -4.784 2.094 -1.304
H -5.703 1.150 -3.968
H -6.768 3.190 -4.442
H -5.440 3.883 -3.401
H -6.979 3.705 -2.846
H -7.803 1.520 -2.865
H -6.972 1.586 -1.539
C 3.224 6.198 1.246
O 2.996 5.066 2.092
C 4.058 4.134 2.139
C 3.581 2.805 2.808
C 3.207 2.934 4.259
N 4.584 1.785 2.674
H 2.362 6.856 1.356
H 3.150 5.825 0.224
H 4.112 6.806 1.421
H 4.363 3.906 1.117
H 4.858 4.555 2.748
H 2.709 2.429 2.272
H 2.824 1.985 4.633
H 2.390 3.637 4.416
H 3.941 3.369 4.937
H 4.750 1.448 1.737
H 5.462 2.248 2.861
C -3.802 -1.144 3.275
O -2.531 -0.401 3.201
C -2.692 0.999 3.307
C -1.421 1.875 2.965
C -0.181 1.794 3.833
N -1.829 3.278 2.970
H -3.553 -2.138 3.648
H -4.303 -1.207 2.310
H -4.370 -0.714 4.101
H -3.480 1.327 2.628
H -3.068 1.261 4.296
H -1.066 1.472 2.017
H -0.464 1.899 4.881
H 0.577 2.541 3.597
H 0.186 0.774 3.722
H -2.388 3.504 2.160
H -1.139 4.015 3.014
C 2.313 -0.579 1.476
O 1.548 -1.440 0.668
C 0.132 -1.206 0.656
C -0.533 -2.545 0.227
C -0.050 -2.999 -1.164
N -1.979 -2.427 0.199
H 2.111 -0.563 2.547
H 2.208 0.454 1.145
H 3.321 -0.906 1.220
H -0.246 -1.000 1.658
H -0.043 -0.395 -0.050
H -0.245 -3.261 0.997
H -0.506 -3.940 -1.470
H 1.018 -3.194 -1.064
H -0.235 -2.248 -1.931
H -2.130 -1.979 1.091
H -2.270 -1.780 -0.519
C -4.681 -1.806 -9.734
O -4.566 -1.753 -8.397
C -5.776 -1.239 -7.744
C -5.772 -1.540 -6.207
N -5.232 -2.887 -5.977
C -4.920 -3.221 -4.527
C -3.708 -2.457 -4.023
O -2.510 -2.639 -4.802
C -2.224 -1.617 -5.762
H -3.712 -2.194 -10.048
H -4.709 -0.874 -10.298
H -5.503 -2.454 -10.038
H -6.588 -1.738 -8.273
H -5.910 -0.193 -8.020
H -6.826 -1.510 -5.930
H -5.290 -0.725 -5.668
H -4.405 -2.837 -6.555
H -4.706 -4.275 -4.345
H -5.786 -2.962 -3.919
H -3.436 -2.710 -2.998
H -3.949 -1.399 -3.920
H -2.860 -1.751 -6.637
H -1.164 -1.630 -6.014
H -2.349 -0.603 -5.382
C -3.098 5.455 -4.186
O -1.742 5.907 -3.976
C -0.975 5.901 -5.142
C 0.549 5.859 -4.877
N 0.803 4.660 -4.150
C 2.021 4.920 -3.306
C 2.216 3.780 -2.324
O 1.119 3.691 -1.371
C 1.367 2.761 -0.354
H -2.994 4.407 -4.468
H -3.620 5.982 -4.984
H -3.763 5.474 -3.322
H -1.197 6.914 -5.475
H -1.218 5.079 -5.815
H 0.886 6.797 -4.436
H 1.131 5.757 -5.792
H -0.033 4.581 -3.589
H 1.943 5.879 -2.793
H 2.941 5.032 -3.880
H 3.196 3.875 -1.857
H 2.212 2.824 -2.848
H 2.123 3.248 0.262
H 1.796 1.826 -0.713
H 0.461 2.580 0.225
C 0.786 -5.726 4.372
O 1.507 -4.566 4.805
C 1.453 -3.464 3.899
C 1.299 -2.112 4.657
N 2.495 -1.742 5.452
C 2.298 -0.662 6.306
C 3.475 -0.375 7.196
O 3.567 -1.359 8.227
C 4.604 -2.398 7.997
H -0.233 -5.388 4.187
H 0.832 -6.432 5.201
H 1.113 -6.097 3.401
H 0.604 -3.506 3.218
H 2.375 -3.433 3.318
H 0.496 -2.275 5.375
H 0.899 -1.295 4.056
H 2.552 -2.588 6.001
H 1.452 -0.806 6.978
H 2.116 0.164 5.619
H 3.479 0.609 7.664
H 4.423 -0.326 6.660
H 5.624 -2.057 8.173
H 4.497 -2.854 7.013
H 4.406 -3.062 8.838
N -0.889 -5.590 1.148
C -1.464 -6.540 1.923
N -2.735 -6.560 1.970
O -0.772 -7.338 2.502
H -1.448 -4.845 0.758
H 0.119 -5.582 1.202
H -3.402 -5.999 1.460
H -3.136 -7.292 2.540
N 5.351 1.312 -2.165
C 4.622 0.797 -1.245
N 3.908 -0.215 -1.698
O 4.516 1.263 -0.135
H 6.060 1.956 -1.844
H 5.336 0.810 -3.041
H 3.187 -0.573 -1.089
H 4.034 -0.624 -2.613
N 3.831 -5.710 1.794
C 3.327 -4.921 0.922
N 3.721 -3.673 1.141
O 2.544 -5.188 0.053
H 3.700 -6.708 1.715
H 4.481 -5.379 2.492
H 4.262 -3.374 1.940
H 3.289 -2.930 0.611
N 4.616 -0.916 3.754
C 5.499 -1.803 3.366
N 6.549 -1.251 2.839
O 5.387 -2.978 3.433
H 4.588 0.074 3.557
H 3.822 -1.202 4.308
H 6.494 -0.267 2.618
H 7.355 -1.842 2.688
*
```

=====

Name the most stable of them. run P.

=====

Run P
DFT (the ωB97M-V functional and the def2-TZVPD basis) results for the molecule C5H7Br.

Values from the calculation:
HOMO-LUMO gap   10.6 eV
LUMO level   0.916 eV
SMILES   CCC#CCBr

Geometry as ORCA input:
```
! RIJCOSX wB97M-V def2-TZVPD def2/J DEFGRID3
* xyz 0 1
C 0.901 -2.111 0.615
C 0.029 -1.379 -0.476
C -0.065 0.074 -0.358
C -0.338 1.253 -0.299
C -0.735 2.643 0.003
Br -1.150 3.695 -1.574
H 1.921 -1.607 0.613
H 0.889 -3.112 0.430
H 0.457 -1.953 1.570
H -0.965 -1.715 -0.325
H 0.431 -1.692 -1.391
H -1.473 2.809 0.806
H 0.097 3.094 0.387
*
```

=====

Run Q
DFT (the ωB97M-V functional and the def2-TZVPD basis) results for a cluster of 2 separate species, C5H7Br in total.

Values from the calculation:
HOMO-LUMO gap (alpha / beta)   8.1 / 8.1 eV
LUMO level (alpha / beta)   0.306 / 0.028 eV

Geometry as ORCA input:
```
! RIJCOSX wB97M-V def2-TZVPD def2/J DEFGRID3
* xyz 0 1
C 0.787 1.584 -0.042
C 0.019 0.914 -0.896
C 0.067 0.977 1.169
C -0.706 0.135 0.057
C 0.142 -2.091 -0.398
Br -2.512 -0.330 0.162
H 1.666 2.168 -0.325
H 0.022 1.009 -1.972
H 0.755 0.529 1.900
H -0.733 1.580 1.669
H 0.937 -1.913 0.296
H 0.324 -1.968 -1.469
H -0.768 -2.594 -0.151
*
```

=====

Name the most stable of them. run P.